The following is a DFT calculation (ωB97M-V with the def2-TZVPD basis set) of a cluster of 2 separate species, C4H12 in total.

```
16
Properties=species:S:1:pos:R:3
C -1.3070 -1.6595 0.0468
C 0.0013 -2.2822 -0.5235
H -1.0663 -1.2509 0.9504
H -1.7670 -1.0157 -0.6913
H -2.0893 -2.3989 -0.0854
H 0.0900 -2.1317 -1.6643
H -0.0071 -3.2949 -0.4129
H 0.8560 -1.7752 -0.0479
C 0.0945 2.0499 -0.2468
C 1.1356 1.9734 0.9159
H -0.7741 2.6099 0.0133
H 0.5211 2.4289 -1.2139
H -0.1870 1.0240 -0.4314
H 1.8669 1.1295 0.6990
H 0.7907 1.7996 1.9228
H 1.8418 2.7940 0.7690
```

Computed properties:
Total charge = -1
LUMO energy (spin up / spin down) = 4.31 / 4.41 eV
Frontier orbital gap (spin up / spin down) = 2.8 / 11.8 eV
Highest occupied orbital energy (spin up / spin down) = 1.55 / -7.39 eV
Energy above the lowest of the compared OMol25 structures with the same formula, charge and spin = 98.1 kJ/mol
2S+1 = 2
Calculated total energy = -4340.020 eV